# C53H52MgN9PSbSe4

C53H52MgN9PSbSe4 as an isolated structure in a non-equilibrium geometry (ωB97M-V with the def2-TZVPD basis set, the OMol25 dataset).

```
121
Properties=species:S:1:pos:R:3
Mg 0.331 0.160 -0.002
C 3.470 3.882 -0.507
N 2.741 3.014 0.392
C 1.827 2.056 0.042
N 1.437 1.379 1.099
C 2.100 1.881 2.177
C 2.931 2.901 1.755
C 3.905 3.667 2.534
C 4.135 5.027 2.317
C 5.077 5.713 3.068
C 5.800 5.056 4.050
C 5.569 3.707 4.284
C 4.635 3.016 3.533
C 1.815 1.438 3.549
C 1.428 2.398 4.485
C 1.083 2.009 5.767
C 1.162 0.673 6.131
C 1.574 -0.281 5.211
C 1.882 0.098 3.914
P 1.333 1.804 -1.666
C 1.798 0.066 -1.808
N 1.734 -0.872 -0.885
C 2.215 -2.029 -1.440
C 2.651 -1.745 -2.726
N 2.384 -0.416 -2.948
C 2.773 0.366 -4.100
C 3.376 -2.609 -3.657
C 3.180 -2.559 -5.038
C 3.887 -3.402 -5.881
C 4.794 -4.311 -5.361
C 4.988 -4.377 -3.987
C 4.288 -3.536 -3.143
C 2.018 -3.345 -0.822
C 1.539 -4.378 -1.633
C 1.177 -5.589 -1.071
C 1.273 -5.777 0.301
C 1.768 -4.763 1.110
C 2.142 -3.553 0.552
C -0.464 1.799 -1.454
N -1.220 1.216 -0.547
C -2.482 1.712 -0.663
C -2.491 2.651 -1.681
N -1.205 2.703 -2.174
C -0.752 3.454 -3.326
C -3.591 3.457 -2.214
C -4.825 2.860 -2.480
C -5.871 3.609 -2.986
C -5.709 4.966 -3.232
C -4.490 5.571 -2.965
C -3.440 4.824 -2.454
C -3.552 1.288 0.245
C -4.470 2.214 0.743
C -5.406 1.816 1.683
C -5.426 0.504 2.136
C -4.535 -0.429 1.623
C -3.607 -0.037 0.674
H 3.528 3.430 -1.494
H 4.482 4.024 -0.135
H 2.996 4.860 -0.606
H 3.549 5.569 1.585
H 5.241 6.768 2.886
H 6.539 5.591 4.632
H 6.121 3.186 5.056
H 4.461 1.965 3.718
H 1.373 3.440 4.189
H 0.716 2.749 6.469
H 0.878 0.362 7.127
H 1.605 -1.326 5.493
H 2.150 -0.649 3.177
H 3.694 -0.033 -4.519
H 2.947 1.397 -3.800
H 2.004 0.361 -4.876
H 2.444 -1.885 -5.459
H 3.722 -3.353 -6.950
H 5.339 -4.973 -6.022
H 5.690 -5.087 -3.571
H 4.436 -3.592 -2.073
H 1.408 -4.201 -2.694
H 0.786 -6.376 -1.706
H 0.918 -6.689 0.759
H 1.808 -4.912 2.184
H 2.516 -2.756 1.181
H -1.601 3.702 -3.958
H -0.058 2.854 -3.912
H -0.251 4.379 -3.035
H -4.956 1.805 -2.278
H -6.824 3.135 -3.183
H -6.532 5.552 -3.620
H -4.358 6.631 -3.139
H -2.506 5.314 -2.209
H -4.422 3.245 0.414
H -6.101 2.547 2.079
H -6.123 0.203 2.907
H -4.532 -1.440 2.009
H -2.902 -0.753 0.272
Se -1.958 -4.863 2.949
Sb -1.015 -2.627 3.367
Se -0.388 -1.229 1.431
Se 0.858 -3.342 4.792
Se -2.654 -1.535 4.818
C -3.528 -0.635 -3.546
N -2.295 -1.401 -3.620
C -1.207 -0.631 -4.183
C -1.964 -2.115 -2.435
N -0.872 -1.802 -1.829
N -2.861 -3.073 -2.086
C -3.730 -3.721 -3.044
C -2.794 -3.735 -0.792
H -3.406 0.270 -2.930
H -4.318 -1.239 -3.106
H -3.826 -0.332 -4.552
H -1.495 -0.288 -5.181
H -0.321 -1.259 -4.249
H -0.950 0.251 -3.573
H -0.646 -2.465 -1.094
H -3.605 -3.288 -4.033
H -4.777 -3.632 -2.739
H -3.483 -4.787 -3.094
H -2.218 -3.141 -0.090
H -2.340 -4.726 -0.855
H -3.798 -3.850 -0.384
```

## Properties
DFT total energy: -351876.066 eV
Total charge: -1
Molar mass: 1307.94 g mol⁻¹
E_LUMO: 1.01 eV
Maximum force: 4.44 eV/Å
E_HOMO: -2.10 eV
Multiplicity: 1

Löwdin atomic charge list, values in e, 99 entries: atom 1 (Mg): -0.038, atom 2 (C): -0.032, atom 3 (N): -0.041, atom 4 (C): -0.431, atom 5 (N): 0.093, atom 6 (C): -0.125, atom 7 (C): -0.091, atom 8 (C): -0.157, atom 9 (C): -0.049, atom 10 (C): -0.087, atom 11 (C): -0.089, atom 12 (C): -0.065, atom 13 (C): -0.006, atom 14 (C): -0.193, atom 15 (C): -0.051, atom 16 (C): -0.086, atom 17 (C): -0.065, atom 18 (C): -0.138, atom 19 (C): -0.055, atom 20 (P): 1.192, atom 21 (C): -0.447, atom 22 (N): 0.069, atom 23 (C): -0.139, atom 24 (C): -0.102, atom 25 (N): -0.035, atom 26 (C): -0.033, atom 27 (C): -0.164, atom 28 (C): -0.046, atom 29 (C): -0.084, atom 30 (C): -0.088, atom 31 (C): -0.066, atom 32 (C): -0.015, atom 33 (C): -0.198, atom 34 (C): -0.057, atom 35 (C): -0.084, atom 36 (C): -0.070, atom 37 (C): -0.067, atom 38 (C): -0.040, atom 39 (C): -0.448, atom 40 (N): 0.097, atom 41 (C): -0.129, atom 42 (C): -0.105, atom 43 (N): -0.048, atom 44 (C): -0.038, atom 45 (C): -0.172, atom 46 (C): -0.022, atom 47 (C): -0.065, atom 48 (C): -0.086, atom 49 (C): -0.081, atom 50 (C): -0.045, atom 51 (C): -0.166, atom 52 (C): -0.047, atom 53 (C): -0.085, atom 54 (C): -0.072, atom 55 (C): -0.065, atom 56 (C): -0.038, atom 57 (H): 0.061, atom 58 (H): 0.098, atom 59 (H): 0.094, atom 60 (H): 0.104, atom 61 (H): 0.100, atom 62 (H): 0.100, atom 63 (H): 0.108, atom 64 (H): 0.126, atom 65 (H): 0.109, atom 66 (H): 0.095, atom 67 (H): 0.106, atom 68 (H): -0.088, atom 69 (H): 0.087, atom 70 (H): 0.097, atom 71 (H): 0.060, atom 72 (H): 0.091, atom 73 (H): 0.103, atom 74 (H): 0.102, atom 75 (H): 0.100, atom 76 (H): 0.107, atom 77 (H): 0.126, atom 78 (H): 0.112, atom 79 (H): 0.098, atom 80 (H): 0.105, atom 81 (H): 0.072, atom 82 (H): 0.106, atom 83 (H): 0.095, atom 84 (H): 0.071, atom 85 (H): 0.094, atom 86 (H): 0.115, atom 87 (H): 0.107, atom 88 (H): 0.101, atom 89 (H): 0.102, atom 90 (H): 0.113, atom 91 (H): 0.108, atom 92 (H): 0.097, atom 93 (H): 0.106, atom 94 (H): 0.097, atom 95 (H): 0.052, atom 96 (Se): -0.338, atom 97 (Sb): -0.335, atom 98 (Se): 0.234, atom 99 (Se): -0.138

# C53H52NO5P4PbSeTe

C53H52NO5P4PbSeTe as an isolated structure in a non-equilibrium geometry (ωB97M-V with the def2-TZVPD basis set, the OMol25 dataset).

```
118
Properties=species:S:1:pos:R:3
Pb -1.521 -0.780 0.240
O -1.416 1.383 -1.053
P -1.571 2.863 -0.916
C -0.801 3.524 0.641
P -1.129 2.531 2.127
O -1.143 1.006 1.975
C -2.640 3.200 2.790
C -2.609 4.439 3.411
C -3.749 4.854 4.140
C -4.808 3.999 4.262
C -4.886 2.837 3.511
C -3.800 2.416 2.797
C 0.228 2.935 3.249
C 1.527 2.993 2.778
C 2.540 3.586 3.503
C 2.299 3.900 4.841
C 1.051 3.726 5.421
C 0.030 3.168 4.612
C -3.295 3.345 -0.907
C -4.279 2.400 -0.997
C -5.589 2.780 -1.293
C -5.904 4.096 -1.483
C -4.943 5.081 -1.313
C -3.639 4.719 -0.954
C -0.764 3.773 -2.217
C 0.078 4.887 -2.033
C 0.545 5.624 -3.111
C -0.039 5.398 -4.360
C -0.992 4.388 -4.532
C -1.270 3.538 -3.470
H -1.112 4.559 0.761
H 0.275 3.584 0.409
H -1.735 5.084 3.342
H -3.755 5.871 4.577
H -5.610 4.187 4.965
H -5.818 2.280 3.516
H -3.747 1.481 2.250
H 1.693 2.693 1.742
H 3.512 3.737 3.063
H 3.112 4.239 5.425
H 0.884 3.885 6.482
H -0.918 2.896 5.114
H -4.070 1.346 -0.866
H -6.365 2.023 -1.380
H -6.909 4.339 -1.830
H -5.140 6.110 -1.536
H -2.872 5.470 -0.737
H 0.434 5.237 -1.057
H 1.358 6.328 -2.954
H 0.241 6.023 -5.217
H -1.410 4.258 -5.532
H -2.011 2.735 -3.602
C -1.687 -3.065 4.591
C -1.005 -1.710 4.681
O 0.421 -1.806 4.322
P 0.805 -2.250 2.783
O -0.310 -2.009 1.781
Te 1.223 -4.654 2.798
O 2.083 -1.348 2.465
C 2.935 -0.723 3.488
C 4.123 -0.099 2.768
H -2.771 -2.946 4.825
H -1.221 -3.749 5.312
H -1.623 -3.522 3.595
H -0.943 -1.323 5.679
H -1.426 -0.955 3.951
H 3.262 -1.447 4.221
H 2.314 0.004 4.009
H 4.559 -0.850 2.086
H 4.850 0.229 3.499
H 3.835 0.805 2.172
Se -0.643 -5.203 1.078
C -0.290 -6.894 0.342
C -0.428 -8.048 1.106
C -0.434 -9.273 0.439
C -0.358 -9.337 -0.959
C -0.169 -8.191 -1.695
C -0.152 -6.971 -1.060
H -0.517 -7.964 2.190
H -0.498 -10.213 1.003
H -0.529 -10.280 -1.488
H -0.068 -8.270 -2.781
H -0.095 -6.065 -1.615
N -0.033 -1.384 -1.254
P 1.145 -1.636 -2.186
C 0.672 -1.450 -3.919
C 1.619 -1.485 -4.965
C 1.193 -1.667 -6.281
C -0.163 -1.737 -6.584
C -1.081 -1.516 -5.586
C -0.684 -1.455 -4.266
C 2.557 -0.462 -1.958
C 3.901 -0.840 -2.004
C 4.906 0.111 -1.898
C 4.637 1.473 -1.912
C 3.295 1.833 -1.840
C 2.287 0.862 -1.930
C 2.003 -3.238 -2.035
C 2.352 -4.165 -3.015
C 3.119 -5.288 -2.742
C 3.702 -5.450 -1.487
C 3.315 -4.554 -0.486
C 2.555 -3.409 -0.775
H 2.675 -1.442 -4.731
H 1.954 -1.719 -7.077
H -0.556 -1.932 -7.583
H -2.130 -1.493 -5.826
H -1.433 -1.330 -3.448
H 4.189 -1.890 -2.157
H 5.929 -0.294 -1.951
H 5.381 2.241 -2.047
H 2.974 2.863 -1.896
H 1.269 1.253 -2.000
H 1.994 -4.015 -4.065
H 3.273 -5.991 -3.554
H 4.382 -6.257 -1.291
H 3.643 -4.658 0.517
H 2.367 -2.720 0.052
```

## Properties
DFT total energy: -182574.112 eV
Total charge: +1
Molar mass: 1320.66 g mol⁻¹
E_LUMO: -2.54 eV
Maximum force: 2.59 eV/Å
E_HOMO: -9.66 eV
Multiplicity: 1

Löwdin atomic charge list, values in e, 99 entries: atom 1 (Pb): 1.279, atom 2 (O): -0.491, atom 3 (P): 0.729, atom 4 (C): -0.281, atom 5 (P): 0.771, atom 6 (O): -0.502, atom 7 (C): -0.307, atom 8 (C): -0.080, atom 9 (C): -0.060, atom 10 (C): -0.079, atom 11 (C): -0.067, atom 12 (C): -0.066, atom 13 (C): -0.280, atom 14 (C): -0.101, atom 15 (C): -0.063, atom 16 (C): -0.071, atom 17 (C): -0.050, atom 18 (C): -0.069, atom 19 (C): -0.293, atom 20 (C): -0.077, atom 21 (C): -0.069, atom 22 (C): -0.079, atom 23 (C): -0.058, atom 24 (C): -0.051, atom 25 (C): -0.292, atom 26 (C): -0.083, atom 27 (C): -0.069, atom 28 (C): -0.060, atom 29 (C): -0.052, atom 30 (C): -0.081, atom 31 (H): 0.073, atom 32 (H): 0.060, atom 33 (H): 0.116, atom 34 (H): 0.123, atom 35 (H): 0.114, atom 36 (H): 0.116, atom 37 (H): 0.106, atom 38 (H): 0.106, atom 39 (H): 0.109, atom 40 (H): 0.096, atom 41 (H): 0.110, atom 42 (H): 0.123, atom 43 (H): 0.099, atom 44 (H): 0.114, atom 45 (H): 0.117, atom 46 (H): 0.104, atom 47 (H): 0.112, atom 48 (H): 0.104, atom 49 (H): 0.112, atom 50 (H): 0.115, atom 51 (H): 0.115, atom 52 (H): 0.128, atom 53 (C): -0.099, atom 54 (C): -0.234, atom 55 (O): -0.298, atom 56 (P): 0.257, atom 57 (O): -0.606, atom 58 (Te): 0.746, atom 59 (O): -0.266, atom 60 (C): -0.234, atom 61 (C): -0.059, atom 62 (H): 0.096, atom 63 (H): 0.082, atom 64 (H): 0.022, atom 65 (H): 0.112, atom 66 (H): 0.114, atom 67 (H): 0.114, atom 68 (H): 0.108, atom 69 (H): 0.088, atom 70 (H): 0.075, atom 71 (H): 0.080, atom 72 (Se): 0.589, atom 73 (C): -0.657, atom 74 (C): -0.127, atom 75 (C): -0.072, atom 76 (C): -0.081, atom 77 (C): -0.088, atom 78 (C): -0.123, atom 79 (H): 0.103, atom 80 (H): 0.112, atom 81 (H): 0.113, atom 82 (H): 0.116, atom 83 (H): 0.085, atom 84 (N): -0.419, atom 85 (P): 0.698, atom 86 (C): -0.281, atom 87 (C): -0.087, atom 88 (C): -0.083, atom 89 (C): -0.091, atom 90 (C): -0.102, atom 91 (C): -0.086, atom 92 (C): -0.276, atom 93 (C): -0.080, atom 94 (C): -0.088, atom 95 (C): -0.080, atom 96 (C): -0.082, atom 97 (C): -0.100, atom 98 (C): -0.289, atom 99 (C): -0.083